# 1
ORCA calculation (ωB97M-V/def2-TZVPD) on one molecule with the formula C13H14ClN3O2P2S.

Properties
Gap between HOMO and LUMO, eV: 7.761
SMILES: N=[PH2]c1cc(P(O)O)cc2c1N(Cl)c1cc(CN)ccc1S2
Charge: 0
E_HOMO, eV: -8.5

Geometry (Å):
1 N 0.282 2.082 2.526
2 P 1.591 2.597 1.755
3 C 2.144 1.193 0.649
4 C 3.372 0.414 0.904
5 C 3.770 -0.710 0.043
6 P 5.313 -1.751 0.376
7 O 4.821 -3.285 -0.193
8 O 5.252 -1.940 2.072
9 C 2.964 -1.119 -1.133
10 C 1.751 -0.349 -1.376
11 C 1.344 0.785 -0.517
12 N 0.143 1.546 -0.790
13 Cl 0.356 2.610 -2.157
14 C -1.028 0.707 -0.965
15 C -2.213 1.045 -0.177
16 C -3.394 0.194 -0.347
17 C -4.673 0.512 0.520
18 N -5.754 -0.485 0.324
19 C -3.381 -0.925 -1.300
20 C -2.186 -1.275 -2.095
21 C -1.016 -0.440 -1.899
22 S 0.589 -0.717 -2.743
23 H 0.092 1.126 2.198
24 H 1.239 3.763 1.020
25 H 2.598 2.874 2.744
26 H 4.026 0.633 1.788
27 H 3.886 -3.350 0.102
28 H 4.298 -2.060 2.269
29 H 3.255 -1.971 -1.787
30 H -2.147 1.926 0.500
31 H -5.030 1.566 0.420
32 H -4.358 0.394 1.600
33 H -5.405 -1.419 0.559
34 H -6.032 -0.469 -0.664
35 H -4.290 -1.565 -1.412
36 H -2.179 -2.133 -2.812

# 2
ORCA calculation (ωB97M-V/def2-TZVPD) on C2F3NO3S2Yb as an isolated structure.

Properties
Multiplicity: 2
Gap between HOMO and LUMO (spin up / spin down), eV: 8.602 / 6.107
Energy relative to the best compared isomer or geometry (same formula, charge and spin), eV: 1.0589
Charge: +1
E_HOMO (spin up / spin down), eV: -13.8 / -13.6

Geometry (Å):
1 N -1.653 -0.991 -0.391
2 S -1.493 -0.360 -2.027
3 S -0.812 -0.376 0.747
4 C -0.947 1.540 0.751
5 F -0.283 2.185 -0.192
6 F -2.235 1.834 0.651
7 F -0.505 1.952 1.935
8 O 1.977 -2.112 1.256
9 C 1.847 -1.502 0.240
10 O 2.220 -1.607 -0.949
11 O 0.813 -0.232 0.176
12 Yb 1.073 -0.331 -2.197

# 3
ORCA calculation (ωB97M-V/def2-TZVPD) on C25H43BClKN4O3S2Si3 as an isolated structure.

Properties
Gap between HOMO and LUMO, eV: 5.842
Energy relative to the best compared isomer or geometry (same formula, charge and spin), eV: 0.5125
Charge: -2
E_HOMO, eV: -2.0

Geometry (Å):
1 K -0.198 -0.579 -0.176
2 C 3.348 -0.081 -0.068
3 O 2.209 0.027 0.754
4 Si 2.101 -0.677 2.300
5 C 3.749 -0.278 3.128
6 C 2.173 -2.535 2.029
7 C 0.631 -0.074 3.059
8 Si -0.252 -1.190 4.145
9 C 0.731 -1.755 5.668
10 C -0.840 -2.815 3.376
11 C -1.810 -0.415 4.882
12 Si 0.562 1.682 3.417
13 C 1.734 2.717 2.364
14 C 1.026 2.107 5.206
15 C -1.134 2.464 3.161
16 H 4.239 0.337 0.416
17 H 3.164 0.477 -0.988
18 H 3.557 -1.122 -0.342
19 H 4.595 -0.788 2.652
20 H 3.706 -0.592 4.178
21 H 3.948 0.800 3.116
22 H 3.115 -2.817 1.545
23 H 1.342 -2.876 1.402
24 H 2.111 -3.075 2.980
25 H 1.643 -2.282 5.357
26 H 0.140 -2.440 6.289
27 H 1.039 -0.902 6.284
28 H -0.054 -3.577 3.423
29 H -1.123 -2.707 2.324
30 H -1.707 -3.200 3.928
31 H -1.593 0.514 5.419
32 H -2.277 -1.114 5.587
33 H -2.538 -0.183 4.096
34 H 2.780 2.420 2.498
35 H 1.640 3.777 2.629
36 H 1.487 2.600 1.304
37 H 2.076 1.847 5.391
38 H 0.419 1.527 5.912
39 H 0.886 3.172 5.431
40 H -1.579 2.109 2.226
41 H -1.048 3.555 3.087
42 H -1.820 2.229 3.981
43 C 1.190 4.784 -1.652
44 N -0.077 4.565 -2.315
45 C -0.576 5.285 -3.386
46 C -1.778 4.743 -3.672
47 N -2.007 3.690 -2.809
48 B -3.311 2.797 -2.852
49 N -3.967 2.866 -1.429
50 C -3.810 3.935 -0.566
51 C -4.285 3.587 0.641
52 N -4.764 2.295 0.514
53 C -5.280 1.497 1.605
54 C -4.548 1.836 -0.761
55 S -5.037 0.323 -1.360
56 C -0.957 3.580 -1.961
57 S -0.697 2.515 -0.670
58 H 1.599 5.732 -1.999
59 H 1.890 3.976 -1.868
60 H 1.044 4.805 -0.574
61 H -0.038 6.103 -3.834
62 H -2.497 5.002 -4.429
63 H -4.030 3.324 -3.696
64 H -3.028 1.662 -3.117
65 H -3.344 4.855 -0.881
66 H -4.314 4.121 1.575
67 H -6.061 2.046 2.135
68 H -4.483 1.244 2.302
69 H -5.694 0.585 1.182
70 Cl 0.727 -9.237 -1.368
71 C 0.532 -7.490 -1.278
72 C 0.054 -6.922 -0.109
73 C -0.107 -5.543 -0.051
74 C 0.228 -4.743 -1.137
75 C 0.717 -5.337 -2.293
76 C 0.862 -6.717 -2.377
77 C 0.074 -3.230 -1.047
78 O 0.751 -2.546 -1.850
79 O -0.697 -2.805 -0.149
80 H -0.193 -7.551 0.737
81 H -0.503 -5.065 0.838
82 H 0.995 -4.696 -3.121
83 H 1.232 -7.189 -3.279